(1)
Here is an isolated molecule of C6H4O from the OMol25 dataset. Energies are from ωB97M-V/def2-TZVPD.

```
11
Properties=species:S:1:pos:R:3:forces:R:3:lowdin_charge:R:1
C 3.278505 -0.773586 0.575440 -0.43 0.31 0.00 0.152
C 2.289379 -0.086305 0.598260 0.56 -0.26 0.00 -0.034
C 1.197578 0.880690 0.663409 0.02 0.35 0.13 -0.449
O 1.385937 1.985928 1.129611 -0.13 -0.43 -0.18 0.111
C -0.091465 0.460764 0.144904 -0.50 -0.12 -0.17 0.059
C -1.183722 0.154033 -0.268361 0.50 0.06 0.18 -0.042
C -2.501759 -0.240944 -0.757813 -0.03 -0.02 -0.02 -0.089
H 4.178602 -1.349171 0.562979 -0.21 0.02 -0.01 0.039
H -2.883076 0.485731 -1.482088 0.10 -0.08 0.12 0.085
H -3.212422 -0.295010 0.073010 0.12 0.02 -0.11 0.086
H -2.457559 -1.222127 -1.239348 0.00 0.14 0.07 0.083
```
Forces are in eV/Å.

Net charge ... 0
SMILES ... C#CC(=O)C#CC

---

(2)
Here is a cluster of 7 separate species, H14O7 in total at a distorted geometry from the OMol25 dataset. Energies are from ωB97M-V/def2-TZVPD.

```
21
Properties=species:S:1:pos:R:3:forces:R:3:lowdin_charge:R:1
O 2.428091 1.015765 -1.786165 -0.11 0.32 -2.00 -0.015
H 2.901952 1.324098 -1.050790 0.90 0.49 1.54 -0.005
H 1.785220 0.384031 -1.501449 -0.54 -0.60 0.13 -0.031
O 1.190590 0.801959 1.236330 -0.48 1.28 -0.84 -0.051
H 0.676701 1.587332 0.890468 0.52 -1.45 0.85 0.135
H 0.684094 0.280475 1.860024 -0.33 0.55 0.29 0.061
O 0.386093 -0.617429 -0.902440 -0.46 -0.57 -1.61 -0.036
H 0.792887 -0.330729 -0.112238 1.10 0.84 1.44 -0.030
H -0.377712 -1.044100 -0.539999 -0.94 -0.78 -0.11 0.013
O -3.887304 -1.375690 -0.842379 -0.77 -0.71 -0.78 -0.024
H -4.520778 -1.011469 -0.238005 -0.52 0.36 0.33 0.030
H -3.053048 -1.255110 -0.428617 1.11 0.32 0.28 -0.037
O -2.026909 1.032930 -1.865386 -0.24 0.48 -0.34 -0.057
H -1.312929 0.481931 -1.545866 0.48 -0.09 -0.05 -0.020
H -1.701806 1.408106 -2.697819 -0.08 -0.20 0.35 0.048
O -1.622870 -1.034927 1.022171 1.83 0.39 0.59 -0.027
H -2.323349 -1.376997 1.535655 -1.96 -0.70 0.51 0.041
H -0.940109 -1.107511 1.717598 0.03 0.11 -0.76 0.071
O 3.620850 0.132165 2.080691 -0.28 -0.62 1.08 -0.049
H 4.424542 0.368903 1.650550 0.72 0.25 -0.61 0.018
H 2.875795 0.336267 1.517667 0.02 0.34 -0.31 -0.035
```
Forces are in eV/Å.

Net charge ... 0
SMILES ... O.O.O.O.O.O.O

---

(3)
Here is an isolated molecule of C6H10O at a distorted geometry from the OMol25 dataset. Energies are from ωB97M-V/def2-TZVPD.

```
17
Properties=species:S:1:pos:R:3:forces:R:3:lowdin_charge:R:1
C -1.513439 1.314933 0.453592 -0.08 0.01 0.25 0.000
C -1.582226 0.168006 1.124863 0.29 0.54 0.30 -0.180
C -0.975251 -1.035822 0.466163 -0.49 0.03 -0.39 -0.143
C 0.562213 -0.879794 0.182461 -0.29 -0.30 -0.08 -0.295
C 1.055481 -0.464858 -1.212462 -0.11 -0.08 -0.19 -0.096
C 1.749989 0.687028 -0.480552 0.15 0.15 -0.22 -0.181
O 1.186225 0.280407 0.772828 -0.11 0.02 0.14 -0.111
H -1.127283 1.337966 -0.570420 0.05 0.03 0.38 0.067
H -1.764270 2.269162 0.893007 -0.35 -0.01 -0.03 0.056
H -2.067201 0.091469 2.090303 0.27 0.16 0.17 0.098
H -1.714774 -0.994649 -0.353160 1.27 -0.76 -0.93 0.116
H -1.149032 -2.016439 0.909075 -0.08 0.30 0.53 0.101
H 1.092839 -1.762768 0.564858 -0.31 0.01 -0.09 0.138
H 1.712352 -1.175951 -1.716557 -0.12 0.07 0.04 0.105
H 0.248214 -0.166825 -1.881364 0.11 0.01 -0.03 0.102
H 2.848047 0.647843 -0.476713 -0.20 -0.04 0.06 0.113
H 1.438109 1.700300 -0.765923 0.01 -0.15 0.08 0.110
```
Forces are in eV/Å.

Net charge ... 0
SMILES ... C=CC[C@H]1CCO1

---

What did we get for gap between HOMO and LUMO? Answer: 0.3652; 0.3848; 0.3821 Ha, in the order shown.
What did we get for energy relative to the best compared isomer or geometry (same formula, charge and spin)? Answer: 2.3002; 2.3202; 2.1529 eV, in the order shown.